[1]
Formula: C17H22ClF6INO5PS
Source: OMol25
Level of theory: ωB97M-V/def2-TZVPD

```
55
Properties=species:S:1:pos:R:3:lowdin_charge:R:1
C 0.021 1.293 -3.268 0.00
C 0.338 0.413 -2.303 -0.19
C 0.547 0.698 -0.816 -0.29
C 2.132 0.451 -0.706 -0.58
Cl 3.124 0.976 -2.146 0.62
C 2.834 0.735 0.628 -0.26
C 4.185 1.469 0.594 -0.14
C -0.143 -0.484 0.098 -0.28
C -0.982 -1.425 -0.805 -0.02
C 0.753 -1.464 0.931 -0.17
C 1.867 -2.409 0.430 -0.16
C 1.462 -3.528 -0.512 -0.20
F 0.363 -4.221 -0.014 -0.04
C -1.194 0.066 1.150 -0.46
N -2.389 0.653 0.582 0.12
C -3.446 0.091 0.377 -0.32
O -4.495 -0.388 0.279 0.22
P -1.563 -1.042 2.705 0.96
C -2.432 -2.544 2.073 -0.23
O -2.775 -0.257 3.471 -0.28
S -0.469 1.512 2.037 0.63
O -1.554 2.239 2.625 -0.25
O 0.528 1.096 2.973 -0.26
O 0.152 2.447 0.899 -0.34
C 0.076 2.147 -0.503 -0.49
I 1.648 3.683 -0.990 1.17
C -1.271 2.846 -1.093 -0.39
F -0.980 3.940 -1.836 -0.01
F -1.881 3.392 -0.019 0.10
C -2.461 2.191 -1.955 -0.54
F -2.469 2.714 -3.182 0.16
F -3.623 2.535 -1.398 0.17
F -2.485 0.870 -2.116 0.13
H -0.703 1.015 -4.029 0.08
H 0.467 2.277 -3.366 0.05
H 0.652 -0.582 -2.605 0.12
H 2.167 -0.591 -0.977 0.04
H 3.080 -0.226 1.079 0.10
H 2.215 1.247 1.355 0.08
H 4.627 1.317 1.582 0.08
H 4.881 1.033 -0.115 0.05
H 4.078 2.544 0.478 0.03
H -1.475 -2.172 -0.194 0.07
H -1.761 -0.912 -1.353 0.08
H -0.376 -1.966 -1.521 0.07
H 1.099 -1.003 1.853 0.09
H 0.053 -2.224 1.277 0.06
H 2.197 -2.929 1.335 0.13
H 2.789 -1.981 0.039 0.10
H 1.282 -3.214 -1.542 0.11
H 2.287 -4.243 -0.547 0.12
H -3.422 -2.358 1.657 0.04
H -2.580 -3.117 2.990 0.05
H -1.813 -3.155 1.422 0.02
H -3.132 0.508 2.995 0.05
```

[2]
Formula: C17H22ClFN2O5S
Source: OMol25
Level of theory: ωB97M-V/def2-TZVPD

- ΔE to the lowest compared entry with this formula, charge and spin: 16.0 kJ/mol
- SMILES string: O=C(NS(=O)(=O)Oc1ccc(F)c(Cl)c1)OC[C@@H]1CCCN2CCCC[C@@H]12

```
49
Properties=species:S:1:pos:R:3:lowdin_charge:R:1
O 0.138 -3.096 1.095 0.14
C 0.927 -2.542 0.386 -0.60
N 1.609 -3.149 -0.650 0.04
S 2.177 -2.259 -1.953 0.64
O 2.498 -3.214 -2.945 -0.22
O 1.276 -1.203 -2.251 -0.22
O 3.563 -1.704 -1.405 -0.12
C 3.664 -0.527 -0.697 -0.30
C 4.314 -0.552 0.532 0.01
C 4.443 0.614 1.263 0.01
C 3.912 1.794 0.771 -0.30
C 3.270 1.828 -0.463 -0.59
C 3.158 0.661 -1.205 -0.04
H 2.655 0.666 -2.158 0.12
Cl 2.607 3.296 -1.059 0.74
F 4.017 2.914 1.504 0.06
H 4.940 0.622 2.219 0.13
H 4.711 -1.483 0.902 0.13
H 1.425 -4.124 -0.819 0.14
O 1.340 -1.283 0.471 -0.02
C 0.594 -0.370 1.290 -0.08
H -0.121 -0.932 1.895 0.13
C -0.125 0.629 0.376 -0.23
C -0.454 1.924 1.119 -0.15
C -1.551 1.681 2.148 -0.16
C -2.771 1.080 1.459 -0.19
N -2.409 -0.168 0.814 -0.12
C -3.540 -0.911 0.293 -0.18
C -4.148 -0.296 -0.974 -0.18
C -3.069 -0.135 -2.043 -0.19
C -1.882 0.651 -1.488 -0.13
H -1.071 0.667 -2.217 0.12
H -2.182 1.679 -1.281 0.11
C -1.381 -0.034 -0.208 -0.28
H -1.101 -1.057 -0.498 0.14
H -3.480 0.369 -2.921 0.11
H -2.722 -1.123 -2.356 0.11
H -4.581 0.679 -0.737 0.11
H -4.951 -0.937 -1.340 0.11
H -4.295 -0.983 1.080 0.12
H -3.185 -1.922 0.069 0.12
H -3.187 1.826 0.762 0.12
H -3.541 0.853 2.201 0.12
H -1.194 0.993 2.915 0.11
H -1.830 2.619 2.631 0.11
H -0.793 2.670 0.398 0.12
H 0.445 2.314 1.600 0.11
H 0.556 0.844 -0.452 0.12
H 1.327 0.131 1.928 0.14
```

Computed molar mass (g mol⁻¹) in order:
659.75; 420.89
Computed HOMO-LUMO gap (Ha) in order:
0.30262; 0.32412